Entry 1:
ORCA calculation (the ωB97M-V functional and the def2-TZVPD basis) on a cluster of 7 separate species, C27H67BF3O30P6 in total in a non-equilibrium geometry.

Cartesian coordinates (Å):
C1 -10.226 -3.294 3.843
C2 -10.889 -2.038 3.353
O1 -10.487 -0.953 3.656
O2 -12.003 -2.204 2.553
C3 -12.015 -1.559 1.293
O3 -12.485 -0.469 1.209
C4 -11.496 -2.334 0.106
C5 -10.238 -1.678 -0.547
C6 -9.151 -2.755 -1.002
O4 -7.947 -2.321 -0.430
B1 -8.469 -1.644 0.774
C7 -7.467 -1.049 1.913
C8 -6.055 -0.645 1.460
O5 -5.952 -0.177 0.132
C9 -5.019 -1.728 1.685
F1 -5.027 -2.162 2.961
F2 -5.201 -2.752 0.854
F3 -3.758 -1.245 1.488
O6 -9.559 -0.777 0.254
H1 -10.988 -4.046 4.065
H2 -9.564 -3.687 3.075
H3 -9.652 -3.050 4.731
H4 -11.231 -3.327 0.474
H5 -12.307 -2.442 -0.612
H6 -10.630 -1.206 -1.457
H7 -9.166 -2.730 -2.097
H8 -9.341 -3.761 -0.603
H9 -9.106 -2.581 1.355
H10 -7.937 -0.137 2.294
H11 -7.415 -1.740 2.752
H12 -5.729 0.172 2.124
H13 -6.309 0.714 0.105
C10 -2.975 -2.687 7.666
O7 -3.579 -1.855 6.685
P1 -2.901 -0.469 6.187
O8 -1.485 -0.516 6.640
O9 -3.887 0.500 7.011
C11 -3.678 0.670 8.403
O10 -2.915 0.541 4.924
C12 -2.368 0.046 3.677
H14 -2.904 -3.702 7.272
H15 -1.984 -2.350 7.958
H16 -3.634 -2.696 8.535
H17 -2.632 0.520 8.671
H18 -4.309 -0.023 8.966
H19 -3.969 1.688 8.657
H20 -2.796 -0.915 3.423
H21 -1.284 -0.037 3.758
H22 -2.619 0.759 2.898
C13 -2.812 -1.948 -1.358
O11 -1.580 -2.377 -1.957
P2 -0.699 -1.498 -3.040
O12 -1.325 -0.145 -2.831
O13 -1.264 -2.405 -4.258
C14 -2.646 -2.326 -4.584
O14 0.444 -0.950 -4.160
C15 1.568 -0.253 -3.574
H23 -2.730 -2.042 -0.282
H24 -3.091 -0.930 -1.601
H25 -3.588 -2.632 -1.705
H26 -3.062 -1.354 -4.317
H27 -3.202 -3.117 -4.079
H28 -2.731 -2.469 -5.660
H29 2.027 -0.847 -2.784
H30 1.240 0.705 -3.172
H31 2.309 -0.079 -4.353
C16 8.780 -0.923 -1.007
O15 7.627 -0.203 -1.424
P3 6.205 -0.142 -0.568
O16 6.697 -0.665 0.754
O17 5.513 -1.230 -1.540
C17 5.995 -2.570 -1.505
O18 4.674 0.279 -0.070
C18 4.515 1.519 0.651
H32 9.641 -0.253 -1.017
H33 8.681 -1.354 -0.017
H34 8.946 -1.712 -1.743
H35 6.419 -2.810 -0.530
H36 6.742 -2.724 -2.285
H37 5.154 -3.232 -1.700
H38 4.983 2.342 0.112
H39 4.948 1.440 1.648
H40 3.450 1.716 0.733
C19 2.287 6.383 -4.110
O19 3.679 6.068 -4.174
P4 4.505 5.541 -2.889
O20 3.500 5.114 -1.884
O21 5.278 6.920 -2.604
C20 4.578 7.976 -1.957
O22 5.844 4.692 -2.516
C21 5.844 3.293 -2.858
H41 1.767 5.841 -4.899
H42 1.838 6.134 -3.153
H43 2.191 7.452 -4.298
H44 3.783 7.594 -1.316
H45 4.161 8.661 -2.698
H46 5.297 8.519 -1.347
H47 5.567 3.134 -3.899
H48 5.151 2.756 -2.206
H49 6.853 2.916 -2.704
C22 1.793 -3.438 -6.984
O23 2.963 -3.658 -7.790
P5 4.239 -4.421 -7.107
O24 3.702 -5.049 -5.872
O25 5.087 -3.067 -6.943
C23 4.592 -2.152 -5.976
O26 5.595 -5.272 -7.418
C24 5.428 -6.602 -7.947
H50 0.920 -3.814 -7.515
H51 1.832 -3.904 -6.008
H52 1.685 -2.360 -6.864
H53 4.015 -2.660 -5.202
H54 3.962 -1.411 -6.474
H55 5.427 -1.633 -5.509
H56 4.762 -6.610 -8.809
H57 5.037 -7.262 -7.172
H58 6.408 -6.953 -8.260
C25 5.630 5.331 2.429
O27 5.969 4.143 3.140
P6 6.094 4.101 4.802
O28 5.422 5.406 5.110
O29 7.695 4.157 4.821
C26 8.342 5.347 4.394
O30 5.996 3.403 6.284
C27 4.725 2.834 6.661
H59 4.805 5.111 1.749
H60 5.344 6.152 3.075
H61 6.504 5.606 1.835
H62 7.711 6.220 4.555
H63 8.613 5.271 3.340
H64 9.252 5.448 4.983
H65 4.343 2.161 5.896
H66 4.006 3.632 6.845
H67 4.883 2.269 7.576

Highest occupied orbital energy: -4.748 eV
Charge: -1
HOMO-LUMO gap: 4.2768 eV

Entry 2:
ORCA calculation (the ωB97M-V functional and the def2-TZVPD basis) on a structure of composition C17H21ClN6O2SeW.

Cartesian coordinates (Å):
W1 0.796 -0.028 0.704
C1 4.629 -0.822 1.382
C2 3.215 -0.531 1.066
O1 2.555 -1.127 0.160
O2 2.534 0.367 1.703
H1 5.243 -0.541 0.523
H2 4.752 -1.895 1.530
H3 4.945 -0.272 2.262
C3 -4.785 -0.889 -0.810
C4 -4.473 -1.207 -2.269
C5 -4.282 0.055 -3.101
C6 -3.294 -2.174 -2.398
N1 -2.080 -1.638 -1.728
C7 -1.200 -0.737 -2.163
N2 -0.299 -0.572 -1.212
N3 -0.681 -1.391 -0.221
N4 -1.751 -2.028 -0.501
H4 -5.709 -0.318 -0.743
H5 -4.000 -0.279 -0.351
H6 -4.907 -1.794 -0.214
H7 -5.314 -1.771 -2.685
H8 -3.502 0.698 -2.680
H9 -5.193 0.649 -3.104
H10 -4.032 -0.172 -4.139
H11 -3.002 -2.356 -3.432
H12 -3.474 -3.126 -1.903
H13 -1.230 -0.254 -3.125
Se1 -0.939 0.960 2.230
C8 0.245 -0.186 3.196
C9 0.535 -1.457 2.677
C10 1.607 -2.192 3.246
N5 2.324 -1.740 4.239
C11 2.005 -0.536 4.760
C12 1.011 0.280 4.273
H14 -0.144 -1.975 2.005
H15 1.847 -3.178 2.860
H16 2.607 -0.220 5.604
H17 0.846 1.262 4.694
Cl1 1.524 5.614 0.124
C13 1.788 4.063 -0.543
C14 2.508 3.894 -1.720
C15 2.693 2.610 -2.209
C16 2.165 1.539 -1.519
N6 1.461 1.709 -0.381
C17 1.275 2.951 0.103
H18 2.915 4.754 -2.234
H19 3.250 2.437 -3.118
H20 2.304 0.521 -1.859
H21 0.714 3.045 1.022

Highest occupied orbital energy (spin up / spin down): -14.380 / -15.037 eV
Charge: +2
Spin multiplicity: 3
HOMO-LUMO gap (spin up / spin down): 6.8128 / 7.4238 eV

Entry 3:
ORCA calculation (the ωB97M-V functional and the def2-TZVPD basis) on an isolated molecule of C2H4N4S in a non-equilibrium geometry.

Cartesian coordinates (Å):
C1 2.677 0.014 0.100
C2 -0.158 -0.293 0.197
N1 2.174 1.189 0.171
N2 1.147 1.750 0.312
N3 -2.406 0.281 -0.066
N4 -1.403 -0.697 0.151
S1 1.158 -1.291 0.187
H1 3.584 -0.383 -0.183
H2 -1.814 1.050 -0.397
H3 -3.091 -0.040 -0.758
H4 -1.868 -1.580 0.286

Highest occupied orbital energy: -7.825 eV
Charge: 0
HOMO-LUMO gap: 8.0115 eV

Summary of E in eV
-155074.410 -110684.227 -18929.061
(order as listed above)